1.
One molecule with the formula C5H7FO2 at a distorted geometry. Source: the OMol25 dataset; level of theory: the ωB97M-V functional and the def2-TZVPD basis.

Structure (XYZ):
```
15
Properties=species:S:1:pos:R:3:forces:R:3:nbo_charge:R:1
H -1.059661 -0.556918 1.776835 -2.1430 2.7637 -1.0824 0.471
C 0.968551 0.196216 0.036406 -0.9883 -0.1382 -0.4265 0.202
H -0.030534 1.309162 -1.407279 -0.6295 0.5620 -0.2633 0.227
C 2.220417 0.540974 0.219735 2.4130 1.0648 -0.8364 0.134
H -2.265645 0.276278 -0.786243 0.7449 -1.0371 1.4491 0.211
C -1.411166 -0.038847 -0.093452 0.0102 4.9650 0.5964 0.074
H 2.764830 1.559592 -0.098368 -1.5124 -2.5881 1.1902 0.195
F 3.064219 -0.510752 0.532999 -0.0635 1.1375 -0.1532 -0.348
O 0.583757 -1.130373 0.157708 1.7339 0.6083 0.5936 -0.480
O -1.657540 0.207805 1.335902 1.5632 -3.5576 0.0695 -0.719
C -0.226272 1.020106 -0.385694 0.0688 -1.2613 1.2211 -0.490
H -0.395526 1.765379 0.388052 0.0482 0.6792 -0.7785 0.259
H -0.761620 -1.276595 -1.476690 0.6169 -0.9102 0.8279 0.177
H -1.107580 -2.109588 0.147260 -0.4021 -0.6644 -0.3004 0.206
C -0.686229 -1.252439 -0.347167 -1.4601 -1.6235 -2.1068 -0.118
```
Positions in Å, forces in eV/Å.

Calculated values
- energy above the lowest of the compared OMol25 structures with the same formula, charge and spin (kJ/mol) = 162.9
- net charge = 0
- spin multiplicity = 1
- HOMO-LUMO gap (eV) = 9.746
- electronic energy (eV) = -12108.2901


2.
A 2-piece molecular cluster, ClF2N overall at a distorted geometry. Source: the OMol25 dataset; level of theory: the ωB97M-V functional and the def2-TZVPD basis.

Structure (XYZ):
```
4
Properties=species:S:1:pos:R:3:forces:R:3:nbo_charge:R:1
Cl 1.626612 -0.318746 -0.054730 -0.3905 0.0055 -0.0655 0.224
N 0.122341 0.198242 0.480125 -0.8598 -0.1632 -0.4415 0.167
F -0.248383 1.240634 -0.302236 0.2809 -0.4274 0.2599 -0.182
F -1.500570 -1.120130 -0.123159 0.9694 0.5851 0.2471 -0.209
```
Positions in Å, forces in eV/Å.

Calculated values
- energy above the lowest of the compared OMol25 structures with the same formula, charge and spin (kJ/mol) = 3.8
- net charge = 0
- spin multiplicity = 1
- HOMO-LUMO gap (alpha / beta) (eV) = 10.481 / 8.155
- electronic energy (eV) = -19440.8300


3.
A 2-piece molecular cluster, C3H4P2 overall at a distorted geometry. Source: the OMol25 dataset; level of theory: the ωB97M-V functional and the def2-TZVPD basis.

Structure (XYZ):
```
9
Properties=species:S:1:pos:R:3:forces:R:3:nbo_charge:R:1
P -1.891285 0.433346 -0.041278 -0.0104 0.3608 0.5523 0.684
H 0.517004 -0.757877 1.886628 -0.0509 0.1760 0.3584 0.232
H -0.168895 -1.541252 -1.616343 -0.8331 2.0731 3.5972 0.106
P 1.646351 0.368334 -0.294203 -0.5516 0.1663 0.1782 0.600
H -2.039616 0.676499 -1.428139 0.1125 -0.0326 -0.1983 -0.054
C 0.444051 -0.458497 0.858294 0.1382 0.0631 -0.3228 -0.499
C -0.097032 0.733974 0.131992 -0.1464 -1.2785 -0.4905 -0.594
H 2.157857 1.313324 0.633716 0.3045 0.0749 0.0680 -0.067
C -0.568432 -0.767853 -0.130667 1.0371 -1.6032 -3.7424 -0.408
```
Positions in Å, forces in eV/Å.

Calculated values
- energy above the lowest of the compared OMol25 structures with the same formula, charge and spin (kJ/mol) = 466.7
- net charge = 0
- spin multiplicity = 1
- HOMO-LUMO gap (eV) = 9.024
- electronic energy (eV) = -21746.3881